{"formula": "C32H51F5O20", "method": "ωB97M-V with the def2-TZVPD basis set", "homo_lumo_gap_ev": 9.6, "e_homo_ev": -9.43, "charge": 0, "elements": ["O", "C", "O", "C", "C", "F", "O", "H", "H", "H", "O", "C", "O", "C", "C", "F", "O", "H", "H", "H", "O", "C", "O", "C", "C", "F", "O", "H", "H", "H", "O", "C", "O", "C", "C", "F", "O", "H", "H", "H", "O", "C", "O", "C", "C", "F", "O", "H", "H", "H", "C", "C", "C", "O", "C", "H", "H", "H", "H", "H", "H", "H", "H", "C", "C", "C", "O", "C", "H", "H", "H", "H", "H", "H", "H", "H", "C", "C", "C", "O", "C", "H", "H", "H", "H", "H", "H", "H", "H", "C", "C", "C", "O", "C", "H", "H", "H", "H", "H", "H", "H", "H", "C", "O", "H", "H", "H", "H"], "coordinates": [[5.0351, -0.9070, 3.8270], [6.0125, -1.6330, 3.7474], [6.9339, -1.5205, 2.7739], [7.7210, -2.6440, 2.7875], [7.6552, -2.9550, 4.2384], [8.5558, -2.2398, 4.8853], [6.3561, -2.6522, 4.5242], [7.3416, -3.5125, 2.2491], [8.7286, -2.4204, 2.4372], [7.7672, -4.0225, 4.4276], [-1.6180, 1.9824, 6.4497], [-2.6152, 2.4980, 6.9634], [-3.6854, 2.7881, 6.2824], [-4.6712, 3.4485, 7.1348], [-4.1331, 3.0849, 8.5073], [-4.8625, 2.0540, 8.9349], [-2.8339, 2.7307, 8.2833], [-4.6412, 4.5344, 7.0457], [-5.6964, 3.1343, 6.9389], [-4.2753, 3.8692, 9.2507], [-4.2470, 4.3518, -1.2649], [-4.5965, 5.2663, -0.5889], [-4.8925, 6.4794, -0.9484], [-5.8818, 7.0571, -0.0346], [-5.3506, 6.4933, 1.2622], [-6.2513, 6.3201, 2.1773], [-4.8887, 5.2113, 0.7621], [-5.8151, 8.1390, 0.0801], [-6.9048, 6.7130, -0.1865], [-4.5265, 7.0898, 1.6536], [3.7113, -8.2855, 3.2564], [2.9479, -7.4655, 2.7916], [3.3866, -6.3522, 2.2021], [2.2796, -5.5304, 1.9398], [1.1088, -6.3846, 2.2391], [0.4309, -6.6330, 1.1156], [1.6193, -7.5967, 2.7426], [2.3739, -4.8608, 2.7948], [2.2338, -5.0295, 0.9728], [0.4146, -5.9874, 2.9797], [-0.0866, 6.6579, 4.6799], [0.9916, 6.1584, 4.3740], [1.2819, 5.4884, 3.2401], [2.4258, 4.7567, 3.4303], [3.1120, 5.5680, 4.4575], [3.7508, 6.5370, 3.8257], [2.0426, 6.0667, 5.1969], [2.1146, 3.8085, 3.8688], [3.0335, 4.5839, 2.5420], [3.8587, 5.0092, 5.0217], [5.1456, -0.8002, -4.1208], [5.4603, -1.9093, -5.1134], [6.1055, -3.0344, -4.2842], [5.7952, -2.6803, -2.9667], [5.7269, -1.2496, -2.7546], [4.0600, -0.7215, -4.0622], [5.4728, 0.1899, -4.4380], [6.1453, -1.5683, -5.8897], [4.5723, -2.2230, -5.6622], [7.1758, -3.1156, -4.4736], [5.6631, -3.9889, -4.5692], [6.6362, -0.7215, -2.4675], [5.0808, -1.0815, -1.8930], [-5.3348, -1.9483, 3.4517], [-6.3715, -2.7969, 2.7034], [-5.5180, -3.4996, 1.6232], [-4.2876, -3.6979, 2.2068], [-4.1879, -2.9254, 3.4653], [-5.7337, -1.5933, 4.4019], [-5.1047, -1.1195, 2.7822], [-7.1375, -2.1739, 2.2417], [-6.9922, -3.4836, 3.2789], [-5.3283, -2.8364, 0.7793], [-6.0456, -4.4370, 1.4471], [-3.2272, -2.4114, 3.4948], [-4.2345, -3.6379, 4.2889], [-0.9866, 3.5892, -6.9183], [-0.6008, 4.3572, -8.1243], [0.8133, 4.5937, -7.8364], [1.1915, 3.4391, -7.1152], [0.1356, 2.5714, -6.7791], [-1.9385, 3.0734, -7.0451], [-1.0293, 4.2502, -6.0527], [-1.1655, 5.2675, -8.3259], [-0.6460, 3.7831, -9.0498], [0.8967, 5.4140, -7.1234], [1.3384, 4.8042, -8.7681], [0.2668, 2.2036, -5.7615], [0.0730, 1.7356, -7.4759], [-2.2802, -3.0683, -4.8590], [-1.9308, -3.5533, -6.2823], [-1.4985, -4.9127, -6.0734], [-1.2336, -5.1375, -4.6313], [-1.2998, -3.8446, -3.9685], [-3.2894, -3.3846, -4.5955], [-2.1059, -2.0165, -4.6320], [-1.2040, -2.9614, -6.8386], [-2.8497, -3.5015, -6.8664], [-0.6107, -5.0789, -6.6836], [-2.2606, -5.6368, -6.3615], [-0.3157, -3.3854, -3.8745], [-1.7710, -4.0864, -3.0158], [-0.1415, 0.1416, 0.8886], [-0.2821, 0.5535, -0.4696], [-0.2942, 0.9506, 1.6029], [-0.9712, -0.5530, 1.0203], [0.8228, -0.3630, 0.9495], [-1.1202, 0.9737, -0.6762]]}